C5H9NO3 | the ωB97M-V functional and the def2-TZVPD basis

Properties
**Multiplicity**: 1
**Lowest unoccupied orbital energy**: 0.66 eV
**Orbital gap**: 9.49 eV
**Total energy**: -476.11783 Ha
**Highest occupied orbital energy**: -8.83 eV
**Total charge**: 0
**F_max**: 4.6 eV Å⁻¹
**Energy relative to the best compared isomer or geometry (same formula, charge and spin)**: 204.78 kcal per mole
**SMILES string**: C=C1O[C@@H]1C.C=[N+]([O-])O

Last column: Löwdin charge in e.
CARTESIAN COORDINATES (ANGSTROEM)
C 0.93332 -1.59377 -0.59883  -0.224
C 0.94986 -0.55873 0.41524  -0.356
C -0.30747 -1.82828 -1.53679  0.009
C 0.68369 -0.14935 1.64965  0.034
C -0.42107 1.50637 -0.54370  0.053
N -0.67577 2.29805 0.48400  -0.420
O -1.51499 1.71612 1.45658  -0.031
O -0.24685 3.38115 0.78286  0.018
O 1.65282 -0.39813 -0.68547  0.101
H 1.38900 -2.53884 -0.36622  0.135
H -0.94567 -2.61783 -1.19957  0.075
H -0.11061 -2.04846 -2.54713  0.064
H -0.83875 -0.91981 -1.33049  0.039
H 1.10478 0.87002 1.76489  0.096
H -0.06553 -0.59343 2.31565  0.086
H -0.85413 1.06442 2.09223  0.159
H -0.95098 0.64297 -0.71638  0.028
H 0.21835 1.76754 -1.43654  0.133

Atoms 1-2, force components in eV/Å:
C -3.13 -2.40 -0.17
C -1.50 -2.70 1.38

C5H9NO3 | the ωB97M-V functional and the def2-TZVPD basis

Properties
**Multiplicity**: 1
**Lowest unoccupied orbital energy**: 0.47 eV
**Orbital gap**: 9.96 eV
**Total energy**: -476.34984 Ha
**Highest occupied orbital energy**: -9.49 eV
**Total charge**: 0
**F_max**: 4.9 eV Å⁻¹
**Energy relative to the best compared isomer or geometry (same formula, charge and spin)**: 59.19 kcal per mole
**SMILES string**: CC(C)C(=O)NC(=O)O

Last column: Löwdin charge in e.
CARTESIAN COORDINATES (ANGSTROEM)
C -0.20889 0.41963 0.30199  -0.300
C 0.57237 1.67002 0.72322  -0.091
C -0.95607 -0.22730 1.47432  -0.084
N 0.85818 -1.42145 -1.00254  0.177
C -0.37356 -0.86551 -1.58291  -0.554
C 1.19540 -0.80386 0.11973  -0.399
O -0.01764 0.15655 -2.42929  0.096
O -1.35322 -1.56231 -1.73512  0.128
O 2.00699 -0.90644 0.96373  0.141
H -0.74985 0.27816 -3.05028  0.132
H 1.18138 -2.36543 -1.20265  0.170
H -0.98409 0.80931 -0.36134  0.122
H 1.07427 2.10136 -0.14153  0.078
H -0.27616 -0.49636 2.28151  0.079
H -0.10820 2.42082 1.12729  0.076
H 1.31209 1.44225 1.48992  0.075
H -1.68878 0.47114 1.88254  0.079
H -1.48419 -1.12058 1.14140  0.076

Atoms 1-2, force components in eV/Å:
C 2.31 -0.23 2.78
C -0.35 -0.04 0.02

C5H9NO3 | the ωB97M-V functional and the def2-TZVPD basis

Properties
**Multiplicity**: 1
**Lowest unoccupied orbital energy**: 0.71 eV
**Orbital gap**: 9.31 eV
**Total energy**: -476.28403 Ha
**Highest occupied orbital energy**: -8.59 eV
**Total charge**: 0
**F_max**: 4.7 eV Å⁻¹
**Energy relative to the best compared isomer or geometry (same formula, charge and spin)**: 100.49 kcal per mole
**SMILES string**: C=C(NO)[C@@H](C)C(=O)O

Last column: Löwdin charge in e.
CARTESIAN COORDINATES (ANGSTROEM)
C -0.32244 0.51643 0.09386  -0.202
C 0.51574 1.15496 1.18367  -0.056
N -0.81716 -1.76065 0.91567  -0.084
C -0.10065 1.46741 -1.36627  -0.391
C -0.03453 -0.88862 -0.17869  -0.254
C 0.74960 -1.57433 -1.00100  0.063
O -1.31279 -1.26150 2.11883  -0.085
O 0.41485 0.92947 -2.48909  0.076
O -0.36536 2.65535 -1.35825  0.064
H -0.60579 -1.47412 2.75315  0.102
H 0.49475 1.67481 -3.12065  0.137
H -1.52955 -2.35612 0.48634  0.111
H -1.39342 0.67791 0.25393  0.143
H 1.52826 0.74438 1.20927  0.092
H 0.04610 1.00749 2.16146  0.076
H 0.58878 2.23809 1.04547  0.082
H 0.79274 -2.65668 -0.94522  0.068
H 1.35088 -1.09429 -1.76249  0.059

Atoms 1-2, force components in eV/Å:
C 0.60 2.50 -3.89
C 0.13 0.45 0.46

C5H9NO3 | the ωB97M-V functional and the def2-TZVPD basis

Properties
**Multiplicity**: 1
**Lowest unoccupied orbital energy**: -0.05 eV
**Orbital gap**: 9.59 eV
**Total energy**: -476.28372 Ha
**Highest occupied orbital energy**: -9.64 eV
**Total charge**: 0
**F_max**: 5.4 eV Å⁻¹
**Energy relative to the best compared isomer or geometry (same formula, charge and spin)**: 100.69 kcal per mole
**SMILES string**: C=CC(=O)O.CNC=O

Last column: Löwdin charge in e.
CARTESIAN COORDINATES (ANGSTROEM)
C -1.97100 -0.93447 0.12777  -0.085
N -1.48087 0.42159 0.11496  -0.054
C -1.17970 0.99850 -1.09155  -0.358
O -1.70845 2.02544 -1.47707  0.035
H -2.00639 1.06242 0.69432  0.132
H -0.43134 0.43930 -1.67826  0.126
H -2.71909 -1.00420 0.92172  0.093
H -1.16065 -1.63870 0.32495  0.072
H -2.43890 -1.16598 -0.83322  0.086
C 1.21051 -0.02205 1.29771  -0.568
C 1.83742 -0.01619 -0.04302  -0.051
C 2.41197 -0.05988 -1.24728  0.017
O 0.96662 1.20550 1.77041  0.098
O 0.97854 -1.01631 1.96260  0.087
H 0.58997 1.01927 2.65745  0.138
H 1.69226 -1.11537 -0.02105  0.103
H 2.53499 0.79418 -1.90253  0.057
H 2.87412 -0.99307 -1.57793  0.073

Atoms 1-2, force components in eV/Å:
C 0.08 -0.55 -0.02
N 0.18 0.81 0.38

C5H9NO3 | the ωB97M-V functional and the def2-TZVPD basis

Properties
**Multiplicity**: 1
**Lowest unoccupied orbital energy**: 0.44 eV
**Orbital gap**: 9.99 eV
**Total energy**: -476.23371 Ha
**Highest occupied orbital energy**: -9.55 eV
**Total charge**: 0
**F_max**: 3.4 eV Å⁻¹
**Energy relative to the best compared isomer or geometry (same formula, charge and spin)**: 132.07 kcal per mole
**SMILES string**: C/C(=C\CON=O)CO

Last column: Löwdin charge in e.
CARTESIAN COORDINATES (ANGSTROEM)
C -0.86713 -1.11811 -1.44285  -0.137
C -0.07598 0.06692 -1.03878  -0.083
C -0.61077 -0.06076 1.46428  -0.019
C 0.83300 1.70663 0.46880  -0.201
C 0.02764 0.47177 0.22191  -0.280
N 1.06647 -2.31070 -0.62542  -0.056
O -0.08127 -2.36800 -1.40260  -0.105
O 1.84045 -3.22833 -0.71891  0.035
O 0.09663 2.69504 1.24733  -0.068
H -1.18920 -1.04618 -2.56545  0.158
H -1.61536 -1.36153 -0.67843  0.109
H 0.50543 0.56244 -1.72235  0.084
H -1.00513 0.70665 2.10356  0.074
H 0.25330 -0.34085 2.13520  0.125
H -1.27516 -0.81958 1.28480  0.041
H 1.81932 1.56851 0.89760  0.127
H 1.06911 2.11541 -0.52425  0.113
H -0.79135 2.76068 0.89557  0.081

Atoms 1-2, force components in eV/Å:
C 0.39 -0.73 -0.82
C -1.35 -1.23 1.91

C5H9NO3 | the ωB97M-V functional and the def2-TZVPD basis

Properties
**Multiplicity**: 1
**Lowest unoccupied orbital energy**: 0.51 eV
**Orbital gap**: 8.08 eV
**Total energy**: -476.29489 Ha
**Highest occupied orbital energy**: -7.56 eV
**Total charge**: 0
**F_max**: 3.9 eV Å⁻¹
**Energy relative to the best compared isomer or geometry (same formula, charge and spin)**: 93.67 kcal per mole
**SMILES string**: C[C@H](C(N)=O)/C(O)=C\O

Last column: Löwdin charge in e.
CARTESIAN COORDINATES (ANGSTROEM)
C -0.38214 -1.57035 0.11023  -0.175
C 1.69566 0.79498 0.92648  -0.059
C -0.95098 0.51525 0.22515  -0.444
C 0.39594 -0.73276 -0.70588  -0.315
N -1.84095 0.92504 -0.75619  0.137
C 0.85407 0.56441 -0.29996  -0.135
O -0.18023 -1.77815 1.43793  -0.011
O 0.22386 -0.84459 -2.05269  0.071
O -1.10732 0.67677 1.42500  0.022
H -0.47435 -0.96225 1.90669  0.084
H -0.19357 -1.69206 -2.25555  0.120
H -0.95340 -2.35738 -0.37915  0.132
H -2.37365 1.73612 -0.47287  0.109
H -1.49166 0.92217 -1.70521  0.091
H 1.04689 1.21244 -1.14985  0.133
H 1.60994 0.00405 1.66549  0.076
H 1.37377 1.71125 1.42800  0.085
H 2.74811 0.87505 0.65240  0.079

Atoms 1-2, force components in eV/Å:
C 1.20 -0.65 -0.69
C 0.02 0.05 0.01

C5H9NO3 | the ωB97M-V functional and the def2-TZVPD basis

Properties
**Multiplicity**: 1
**Lowest unoccupied orbital energy**: 0.66 eV
**Orbital gap**: 9.88 eV
**Total energy**: -476.29128 Ha
**Highest occupied orbital energy**: -9.23 eV
**Total charge**: 0
**F_max**: 4.7 eV Å⁻¹
**Energy relative to the best compared isomer or geometry (same formula, charge and spin)**: 95.94 kcal per mole
**SMILES string**: CN1C[C@](O)(CO)C1=O

Last column: Löwdin charge in e.
CARTESIAN COORDINATES (ANGSTROEM)
C 0.33508 1.09988 2.44794  -0.022
N 0.21091 0.51275 1.14363  -0.081
C -0.29664 1.06001 -0.11463  -0.024
C -0.00533 -0.32168 -0.74277  -0.238
C -1.13215 -1.18165 -1.24832  -0.173
O -1.07417 -0.47193 -2.46708  -0.162
C 0.54343 -0.69408 0.65169  -0.416
O 1.33444 -1.55181 1.00590  0.077
H 0.81591 0.37420 3.11471  0.098
H 0.94990 2.00967 2.40364  0.093
H -0.65526 1.36080 2.84690  0.089
H -1.35552 1.35065 -0.08017  0.131
H 0.32021 1.87099 -0.52395  0.137
H -0.83169 -2.23501 -1.35863  0.136
H -2.07478 -0.99007 -0.72375  0.141
O 1.28237 -0.41031 -1.83824  -0.058
H -0.02514 -0.51090 -2.90446  0.193
H 1.65842 -1.27151 -1.61242  0.077

Atoms 1-2, force components in eV/Å:
C 0.00 0.16 0.22
N -0.64 0.24 0.49

C5H9NO3 | the ωB97M-V functional and the def2-TZVPD basis

Properties
**Multiplicity**: 1
**Lowest unoccupied orbital energy**: 0.72 eV
**Orbital gap**: 9.25 eV
**Total energy**: -476.35655 Ha
**Highest occupied orbital energy**: -8.53 eV
**Total charge**: 0
**F_max**: 5.3 eV Å⁻¹
**Energy relative to the best compared isomer or geometry (same formula, charge and spin)**: 54.98 kcal per mole
**SMILES string**: CO/C(C(N)=O)=C(\C)O

Last column: Löwdin charge in e.
CARTESIAN COORDINATES (ANGSTROEM)
C -0.29388 -0.13922 0.21145  -0.273
C 0.82315 -0.38030 0.94560  -0.277
C -1.46830 0.38473 0.87204  -0.475
C 2.03521 -0.94490 0.26989  0.008
C 0.14660 0.48525 -1.97364  -0.043
N -2.56799 0.22118 0.12093  0.175
O -1.43242 0.87343 2.02062  0.020
O 0.89492 -0.09673 2.25375  0.070
O -0.30681 -0.53566 -1.05972  -0.146
H 1.66803 -1.13109 -0.78583  0.094
H 3.00271 -0.46906 0.47463  0.091
H 2.28716 -1.85016 0.90857  0.112
H -0.04972 1.45137 -1.59197  0.079
H -0.37234 0.21029 -2.94210  0.115
H 1.26926 0.37356 -2.04988  0.098
H -2.50779 0.21282 -0.85991  0.080
H -3.37302 0.84223 0.50389  0.168
H 0.24522 0.49227 2.68170  0.105

Atoms 1-2, force components in eV/Å:
C 1.70 -0.08 2.74
C -0.44 1.63 0.34